Entry 1:
An isolated ion of composition C5H11N4 and charge +1, computed with wB97M-V/def2-TZVPD.

Values from the calculation:
- electronic energy (a.u.) = -415.85104
- max |F| (eV Å⁻¹) = 3.48
- highest occupied orbital energy (eV) = -13.496
- relative energy (zero: lowest compared OMol25 entry of this formula, charge and spin) (kJ/mol) = 189.5
- charge = +1

Last columns: bonded neighbours and bond lengths (Å).
Cartesian coordinates (Å):
1 H -2.64 1.67 -1.17  N2 1.016
2 N -2.46 0.78 -0.71  H1 1.016, C3 1.244
3 C -1.34 0.59 -0.19  N2 1.244, C4 1.533, C9 1.479
4 C -0.15 1.55 -0.15  C3 1.533, N5 1.485, H12 1.094, H13 1.093
5 N 0.83 1.11 0.86  C4 1.485, C6 1.495, H14 1.027, H15 1.030
6 C 1.50 -0.18 0.48  N5 1.495, C7 1.537, H16 1.090, H17 1.093
7 C 0.50 -1.19 -0.07  C6 1.537, N8 1.445, C9 1.681, H18 1.098
8 N 0.50 -1.12 -1.51  C7 1.445, H19 1.015, H20 1.014
9 C -1.04 -0.72 0.43  C3 1.479, C7 1.681, N10 1.237
10 N -1.80 -1.32 1.19  C9 1.237, H11 1.015
11 H -1.54 -2.23 1.54  N10 1.015
12 H 0.33 1.56 -1.14  C4 1.094
13 H -0.50 2.56 0.08  C4 1.093
14 H 1.55 1.83 1.01  N5 1.027
15 H 0.33 0.98 1.75  N5 1.030
16 H 2.03 -0.56 1.35  C6 1.090
17 H 2.22 0.04 -0.31  C6 1.093
18 H 0.68 -2.19 0.35  C7 1.098
19 H -0.32 -1.56 -1.91  N8 1.015
20 H 1.31 -1.60 -1.90  N8 1.014


Entry 2:
A 2-piece molecular cluster, C5H11N4 overall, computed with wB97M-V/def2-TZVPD.

Values from the calculation:
- electronic energy (a.u.) = -415.68313
- max |F| (eV Å⁻¹) = 6.13
- highest occupied orbital energy (alpha / beta) (eV) = -12.567 / -12.374
- relative energy (zero: lowest compared OMol25 entry of this formula, charge and spin) (kJ/mol) = 630.3
- charge = +1

Last columns: bonded neighbours and bond lengths (Å).
Cartesian coordinates (Å):
1 C -1.40 1.53 -1.36  C3 1.499, N8 1.218, H10 1.033
2 C 2.06 0.09 0.68  C5 1.515, N6 1.306, H11 1.029
3 C -2.51 0.53 -1.45  C1 1.499, H12 1.099, H13 1.132, H14 1.107
4 C 0.54 -1.31 2.29  C5 1.536, H15 1.018, H16 1.160, H17 1.078
5 C 0.69 -0.14 1.30  C2 1.515, C4 1.536, N9 1.478, H18 1.023
6 N 1.96 -0.24 -0.58  C2 1.306, N7 1.365, H19 1.017
7 N 0.69 -0.63 -0.90  N6 1.365, N9 1.331, H20 0.990
8 N -0.40 1.56 -0.66  C1 1.218
9 N -0.14 -0.36 0.10  C5 1.478, N7 1.331
10 H -1.37 2.24 -2.11  C1 1.033
11 H 2.95 0.26 1.17  C2 1.029
12 H -2.09 -0.39 -1.88  C3 1.099
13 H -3.23 1.02 -2.18  C3 1.132
14 H -3.05 0.41 -0.49  C3 1.107
15 H -0.43 -1.61 2.38  C4 1.018
16 H 1.29 -2.03 1.78  C4 1.160
17 H 1.03 -1.02 3.20  C4 1.078
18 H 0.42 0.73 1.77  C5 1.023
19 H 2.70 -0.20 -1.27  N6 1.017
20 H 0.29 -0.46 -1.80  N7 0.990


Entry 3:
One molecule with the formula C5H11N5S, computed with wB97M-V/def2-TZVPD.

Values from the calculation:
- electronic energy (a.u.) = -868.85512
- max |F| (eV Å⁻¹) = 4.98
- highest occupied orbital energy (eV) = -7.718
- relative energy (zero: lowest compared OMol25 entry of this formula, charge and spin) (kJ/mol) = 268.0

Last columns: bonded neighbours and bond lengths (Å).
Cartesian coordinates (Å):
1 C -0.54 0.63 0.16  N6 1.244, S11 1.651
2 C -3.52 0.38 -1.12  C5 1.478, H12 1.076, H13 1.067, H14 1.112
3 C 1.76 -1.77 -0.19  N10 1.492, H15 1.042, H16 1.075, H17 1.054
4 C 3.27 -0.24 1.06  N10 1.501, H18 1.174, H19 1.050, H20 1.146
5 C -3.13 0.18 0.29  C2 1.478, S11 1.889, H21 1.067, H22 1.038
6 N -0.55 1.86 -0.03  C1 1.244, N7 1.412
7 N 0.63 2.54 -0.40  N6 1.412, N8 1.220
8 N 1.58 1.78 -0.53  N7 1.220, N9 1.263
9 N 1.45 0.53 -0.42  N8 1.263, N10 1.348
10 N 2.37 -0.41 -0.13  C3 1.492, C4 1.501, N9 1.348
11 S -1.47 -0.69 0.50  C1 1.651, C5 1.889
12 H -2.87 1.19 -1.41  C2 1.076
13 H -3.41 -0.44 -1.79  C2 1.067
14 H -4.55 0.79 -1.02  C2 1.112
15 H 0.72 -1.79 -0.14  C3 1.042
16 H 2.20 -2.09 -1.12  C3 1.075
17 H 2.28 -2.23 0.60  C3 1.054
18 H 4.29 -0.71 0.73  C4 1.174
19 H 3.47 0.75 1.34  C4 1.050
20 H 2.87 -0.68 2.04  C4 1.146
21 H -3.64 -0.65 0.74  C5 1.067
22 H -3.19 1.06 0.85  C5 1.038


Entry 4:
An isolated ion of composition C5H11N6O and charge +1, computed with wB97M-V/def2-TZVPD.

Values from the calculation:
- electronic energy (a.u.) = -600.61076
- max |F| (eV Å⁻¹) = 5.39
- highest occupied orbital energy (eV) = -13.212
- relative energy (zero: lowest compared OMol25 entry of this formula, charge and spin) (kJ/mol) = 23.8
- charge = +1

Last columns: bonded neighbours and bond lengths (Å).
Cartesian coordinates (Å):
1 N 1.78 -0.31 1.15  C2 1.383, H13 1.087, H14 1.029
2 C 0.97 -0.60 0.06  N1 1.383, N3 1.445, C6 1.659, N12 1.490
3 N 1.50 -0.51 -1.28  C2 1.445, C4 1.267
4 C 0.89 0.37 -1.96  N3 1.267, N5 1.354, H15 1.156
5 N 0.08 1.17 -1.23  C4 1.354, C6 1.359, H16 1.059
6 C -0.08 0.69 0.03  C2 1.659, N5 1.359, N7 1.558, C8 1.768
7 N 0.39 1.69 1.13  C6 1.558, H17 1.093, H18 1.009, H19 1.043
8 C -1.68 0.05 0.45  C6 1.768, O9 1.378, N10 1.392, H20 1.192
9 O -2.47 1.00 -0.15  C8 1.378, H21 0.983
10 N -1.81 -1.13 -0.28  C8 1.392, C11 1.233
11 C -0.93 -1.98 -0.36  N10 1.233, N12 1.319, H22 1.134
12 N 0.24 -1.88 0.24  C2 1.490, C11 1.319, H23 1.001
13 H 1.79 -1.04 1.96  N1 1.087
14 H 2.78 -0.18 0.93  N1 1.029
15 H 1.19 0.68 -3.03  C4 1.156
16 H -0.83 1.53 -1.63  N5 1.059
17 H 1.30 1.11 1.32  N7 1.093
18 H -0.32 1.92 1.81  N7 1.009
19 H 0.56 2.58 0.61  N7 1.043
20 H -1.85 -0.07 1.62  C8 1.192
21 H -3.21 0.47 -0.52  O9 0.983
22 H -1.21 -2.99 -0.81  C11 1.134
23 H 0.91 -2.57 -0.04  N12 1.001


Entry 5:
An isolated ion of composition C5H11NO and charge -1, computed with wB97M-V/def2-TZVPD.

Values from the calculation:
- electronic energy (a.u.) = -327.00525
- 2S+1 = 2
- max |F| (eV Å⁻¹) = 2.92
- highest occupied orbital energy (alpha / beta) (eV) = 0.824 / -3.335
- relative energy (zero: lowest compared OMol25 entry of this formula, charge and spin) (kJ/mol) = 182.9
- charge = -1

Last columns: bonded neighbours and bond lengths (Å).
Cartesian coordinates (Å):
1 C -1.18 0.36 -0.94  C2 1.503, C3 1.568, H8 1.183, H9 1.088
2 C -1.95 -0.58 -1.84  C1 1.503, H10 1.118, H11 1.084, H12 1.113
3 C -0.04 -0.47 -0.26  C1 1.568, N4 1.419, O7 1.270
4 N 0.74 0.22 0.69  C3 1.419, C5 1.474, C6 1.431
5 C 0.73 -0.38 2.04  N4 1.474, H13 1.087, H14 1.109, H15 1.104
6 C 1.87 1.08 0.47  N4 1.431, H16 1.077, H17 1.122, H18 1.104
7 O 0.01 -1.73 -0.44  C3 1.270
8 H -0.59 1.19 -1.54  C1 1.183
9 H -1.85 1.00 -0.36  C1 1.088
10 H -2.31 -1.45 -1.24  C2 1.118
11 H -1.32 -1.04 -2.60  C2 1.084
12 H -2.97 -0.40 -2.22  C2 1.113
13 H 1.73 -0.21 2.44  C5 1.087
14 H 0.57 -1.48 1.96  C5 1.109
15 H -0.11 -0.12 2.70  C5 1.104
16 H 2.17 1.18 -0.56  C6 1.077
17 H 2.82 0.71 0.92  C6 1.122
18 H 1.68 2.12 0.77  C6 1.104


Entry 6:
An isolated ion of composition C5H11NO and charge -1, computed with wB97M-V/def2-TZVPD.

Values from the calculation:
- electronic energy (a.u.) = -327.01202
- 2S+1 = 2
- max |F| (eV Å⁻¹) = 2.54
- highest occupied orbital energy (alpha / beta) (eV) = 0.461 / -3.068
- relative energy (zero: lowest compared OMol25 entry of this formula, charge and spin) (kJ/mol) = 165.2
- charge = -1

Last columns: bonded neighbours and bond lengths (Å).
Cartesian coordinates (Å):
1 C -0.75 -0.85 2.24  O2 1.434, C3 1.527, H8 1.093, H9 1.098
2 O -2.12 -0.82 1.83  C1 1.434, H10 0.965
3 C 0.17 -0.20 1.20  C1 1.527, C4 1.561, H11 1.084, H12 1.093
4 C -0.13 -0.75 -0.23  C3 1.561, C5 1.514, H13 1.083, H14 1.102
5 C 0.75 -0.09 -1.27  C4 1.514, N7 1.403, H15 1.125, H16 1.117
6 C 0.90 1.97 -2.37  N7 1.340, H17 1.083, H18 1.111
7 N 0.63 1.31 -1.24  C5 1.403, C6 1.340
8 H -0.50 -1.90 2.37  C1 1.093
9 H -0.66 -0.32 3.19  C1 1.098
10 H -2.20 0.06 1.45  O2 0.965
11 H 1.24 -0.27 1.36  C3 1.084
12 H -0.27 0.80 1.18  C3 1.093
13 H -1.19 -0.63 -0.42  C4 1.083
14 H 0.04 -1.83 -0.09  C4 1.102
15 H 0.41 -0.54 -2.24  C5 1.125
16 H 1.83 -0.38 -1.20  C5 1.117
17 H 1.10 3.03 -2.45  C6 1.083
18 H 0.75 1.41 -3.32  C6 1.111


Entry 7:
A 2-piece molecular cluster, C5H11NO overall, computed with wB97M-V/def2-TZVPD.

Values from the calculation:
- electronic energy (a.u.) = -326.98966
- 2S+1 = 2
- max |F| (eV Å⁻¹) = 1.56
- highest occupied orbital energy (alpha / beta) (eV) = 0.955 / -4.706
- relative energy (zero: lowest compared OMol25 entry of this formula, charge and spin) (kJ/mol) = 223.9
- charge = -1

Last columns: bonded neighbours and bond lengths (Å).
Cartesian coordinates (Å):
1 C 0.27 -1.37 -1.05  C2 1.331, C4 1.524, H7 1.084
2 C -0.23 -1.26 0.18  C1 1.331, N3 1.388, H8 1.082
3 N -1.57 -1.27 0.55  C2 1.388, H9 1.010, H10 1.005
4 C 1.68 -0.92 -1.43  C1 1.524, C5 1.500, H11 1.085, H12 1.102
5 C 2.11 0.38 -0.82  C4 1.500, C6 1.348, H13 1.073
6 C 2.44 0.55 0.47  C5 1.348, H14 1.078, H15 1.094
7 H -0.38 -1.70 -1.85  C1 1.084
8 H 0.41 -0.97 1.00  C2 1.082
9 H -1.78 -0.62 1.29  N3 1.010
10 H -2.21 -1.15 -0.22  N3 1.005
11 H 1.70 -0.83 -2.52  C4 1.085
12 H 2.42 -1.70 -1.20  C4 1.102
13 H 2.06 1.26 -1.43  C5 1.073
14 H 2.12 1.33 1.14  C6 1.078
15 H 2.83 -0.32 1.02  C6 1.094
16 H -2.58 3.19 1.39  O18 0.975
17 H -3.80 2.74 0.70  O18 0.975
18 O -3.51 2.98 1.60  H16 0.975, H17 0.975


Entry 8:
One molecule with the formula C5H11NO, computed with wB97M-V/def2-TZVPD.

Values from the calculation:
- electronic energy (a.u.) = -327.10027
- max |F| (eV Å⁻¹) = 2.52
- highest occupied orbital energy (eV) = -9.231
- relative energy (zero: lowest compared OMol25 entry of this formula, charge and spin) (kJ/mol) = 81.6

Last columns: bonded neighbours and bond lengths (Å).
Cartesian coordinates (Å):
1 C 1.60 -0.74 -0.64  C2 1.521, H8 1.087, H9 1.088, H10 1.098
2 C 0.74 0.49 -0.82  C1 1.521, N3 1.474, H11 1.081, H12 1.101
3 N -0.25 0.70 0.25  C2 1.474, C4 1.449, C5 1.396
4 C 0.26 1.45 1.38  N3 1.449, H13 1.083, H14 1.093, H15 1.099
5 C -1.11 -0.34 0.59  N3 1.396, C6 1.513, O7 1.209
6 C -1.78 -1.03 -0.57  C5 1.513, H16 1.085, H17 1.068, H18 1.092
7 O -1.33 -0.66 1.74  C5 1.209
8 H 2.38 -0.79 -1.40  C1 1.087
9 H 0.99 -1.64 -0.64  C1 1.088
10 H 1.99 -0.82 0.38  C1 1.098
11 H 1.26 1.41 -1.05  C2 1.081
12 H 0.08 0.31 -1.69  C2 1.101
13 H -0.50 1.57 2.14  C4 1.083
14 H 1.17 1.07 1.85  C4 1.093
15 H 0.40 2.51 1.11  C4 1.099
16 H -2.65 -1.55 -0.17  C6 1.085
17 H -1.14 -1.66 -1.15  C6 1.068
18 H -2.12 -0.29 -1.30  C6 1.092